1.
Formula: C31H80Cl4O27S9
Source: the OMol25 dataset
Level of theory: wB97M-V/def2-TZVPD

Geometry as ORCA input:
```
! RIJCOSX wB97M-V def2-TZVPD def2/J DEFGRID3
* xyz -1 2
H -13.3978 -8.0014 -13.0068
H -7.0628 -7.9131 -19.8311
H -7.2199 -3.0746 -10.2696
S -1.2551 -11.9881 -12.5968
H -0.3925 -1.3470 -13.8281
H -12.4658 -7.5265 -14.4834
H -10.5894 -0.7902 -14.8703
C 3.4498 -3.8745 -13.7860
O 1.7349 -5.5842 -11.4873
S -9.2879 -9.1955 -16.3993
H -7.4625 -8.0285 -11.4392
C -3.2623 -4.3659 -14.7602
H -8.6572 -7.4291 -19.3240
H -1.7376 -6.5249 -11.1030
O -8.9948 -10.2302 -17.3887
H -0.1375 -5.2298 -18.9492
Cl -5.0317 -9.7617 -9.1812
H -5.2138 -0.2107 -12.0556
H -2.2906 -11.7935 -10.4316
C -6.8610 -3.8090 -17.4347
H -6.5727 0.8471 -12.5038
C -5.7855 0.1986 -12.8884
C -10.0454 -5.2897 -13.4554
O 2.1128 -2.0385 -14.3321
H 3.2126 -2.0976 -12.5749
C -7.6599 -0.5124 -9.0267
H -1.5320 -5.3380 -16.9096
C -6.2439 -3.2592 -9.8207
H 1.7763 -3.1763 -12.6296
H -7.8777 -0.2698 -10.0668
Cl -4.2666 -6.6230 -15.8344
C -9.3490 0.2805 -17.7026
C 2.7574 -5.8242 -8.4413
O -8.6262 -7.7636 -17.0196
C -6.5397 -8.5586 -11.2035
C 2.6142 -2.7664 -13.1935
H -3.0091 -3.8155 -15.6663
H -2.7164 -8.5998 -14.6047
H -2.1830 -4.1754 -18.0522
S -5.7523 -0.7294 -9.0100
O 0.3207 -3.8566 -14.4773
H -8.2080 -1.4347 -8.8341
O -7.7727 -0.2419 -14.5578
C -12.5245 -7.4779 -13.3961
C -7.3520 -7.8067 -17.7253
O 0.9006 -7.9076 -10.9048
O -5.4012 -1.1129 -7.6072
O -0.8564 -7.1371 -18.8373
O 0.8551 -6.9905 -20.7917
H -11.6295 -7.6882 -12.8106
C -4.5878 -5.1789 -14.8828
H -5.9478 -7.6277 -9.2348
O -5.6348 -1.9879 -10.0342
H -7.3762 -9.8267 -15.3242
O -5.1258 0.3310 -9.7366
S 0.7672 -6.4344 -10.8613
H 4.3605 -3.5382 -14.2816
Cl -3.3578 -3.1783 -13.3954
H -6.2320 -4.5712 -17.8946
H 2.8510 -6.5660 -7.6483
C -0.3280 -1.4101 -14.9144
H -7.0940 -8.9743 -9.0465
H -6.6449 -7.2762 -17.0876
C -8.9738 0.3197 -13.8838
S -6.9636 -2.4181 -18.6639
H -6.6754 -9.5755 -11.5716
H 2.9504 -4.6134 -14.4127
H -1.5374 -5.6672 -20.0149
O -12.1622 -5.7102 -11.4623
H -9.3258 1.3351 -17.9769
H -2.9712 -5.6383 -17.8855
C -1.0810 -5.7695 -19.0304
H 0.9442 -4.6247 -7.8418
H 0.0130 -9.9717 -14.4616
H -10.0238 -4.4438 -12.7683
H 2.3851 -8.3663 -18.4899
H -8.8416 0.7096 -12.8745
H -5.4275 -4.6193 -15.2950
O -8.4052 -1.6662 -18.1067
H -9.4103 -5.8774 -15.1947
H -1.0133 -9.3460 -13.0029
C -10.1992 -0.6531 -13.8618
H 3.8230 -4.4708 -12.9534
O -11.3890 -5.1023 -13.7943
H -8.1167 0.1869 -8.3265
H -5.0272 0.6255 -13.5449
C -1.9599 -5.2323 -17.9066
H 1.9736 -6.6254 -18.3340
H -1.3101 -7.7350 -14.7769
H -5.1426 -4.1585 -11.4900
H -7.8403 -4.2162 -17.1832
H -6.2905 -3.4663 -8.7516
H -8.7240 0.1862 -16.8146
H -0.8934 -5.9808 -12.5874
H -5.6693 -5.3049 -10.2788
H -4.8188 -5.5772 -13.8948
O 1.3460 -2.8258 -16.5806
O -5.9154 -1.8733 -14.5478
H -1.7525 -9.2003 -15.8232
H 1.4736 -4.1957 -9.3034
C -2.5342 -11.2969 -11.3708
S 0.8677 -2.7108 -15.2240
H 3.5424 -5.1264 -8.1498
C -9.0609 -5.0632 -14.5599
C -0.9561 -9.7889 -13.9972
C -1.6624 -8.7652 -14.8279
O -13.8675 -5.1092 -13.1218
C -8.7725 -0.5904 -18.7816
H -9.3284 -4.1629 -15.1130
H -8.7625 -10.1679 -14.1968
H -2.3536 -10.2221 -11.3873
H -1.2257 -1.7535 -15.4284
H -9.9102 -1.5671 -13.3430
S -12.6106 -5.7463 -12.8184
H 3.1608 -6.3395 -9.3130
S 0.4143 -7.8452 -19.6576
O 0.1421 -9.2505 -19.8440
H -0.9955 -4.9440 -11.1848
H -10.9740 -0.2737 -13.1956
O 0.4978 -5.9806 -9.2402
H -2.4290 -5.0355 -14.5469
H -7.9913 -5.1779 -14.3841
H -6.4970 -3.3774 -16.5024
O -10.7158 -8.9756 -15.8844
H -7.3002 -6.2613 -19.2768
O -5.8341 -1.5461 -18.6955
H -7.9431 -0.0259 -19.2077
O -1.6251 -11.0393 -13.9909
H -9.4223 -0.9605 -19.5746
C -6.2475 -8.6011 -9.6229
H -3.4936 -11.4364 -11.8690
O 0.1375 -11.7578 -12.3237
O -7.3690 -3.0121 -19.9112
O -1.6260 -13.3530 -12.8884
C 1.4248 -5.1000 -8.6969
Cl -5.2256 -7.7662 -12.1568
O -7.5204 -1.7876 -12.5529
H -4.3195 -4.0849 -10.0124
H -9.7252 -6.1606 -12.8834
C -0.8789 -5.9817 -11.4975
C -7.5971 -7.2965 -19.1083
C 1.5871 -7.6444 -18.3161
H -9.1263 1.2652 -14.4044
H -8.0707 -8.5366 -14.3022
S -6.7909 -1.1409 -13.6433
C -8.2872 -9.4467 -14.8617
H 1.0763 -7.8743 -17.3811
C -5.3101 -4.2856 -10.4205
H -10.3476 -0.0929 -17.4760
H 0.1996 -0.5606 -15.3482
H -7.0801 -8.8592 -17.8055
*
```

Calculated values
HOMO energy (spin up / spin down)   -0.4 / -8.5 eV
Expectation value of S²   0.751
Orbital gap (spin up / spin down)   1.67 / 9.77 eV
Electronic energy   -236324.140 eV

Atomic partial charges in e from the Löwdin method, atoms 1 to 5:
1 H 0.0682
2 H 0.0817
3 H 0.1042
4 S 0.6721
5 H 0.0733

2.
Formula: C31H88F6N6O13P
Source: the OMol25 dataset
Level of theory: wB97M-V/def2-TZVPD

Geometry as ORCA input:
```
! RIJCOSX wB97M-V def2-TZVPD def2/J DEFGRID3
* xyz -1 1
H -2.1805 11.3064 17.0806
F -4.1124 9.5013 17.8129
H -0.8897 3.8776 21.3458
H -1.0095 2.1113 17.5656
N -5.5428 9.1798 22.0434
C -3.7294 2.5184 16.9331
H -9.4723 9.1049 24.9230
P -4.1152 7.9305 17.9871
H -8.4277 9.7917 17.6601
F -5.6253 7.9235 17.4136
H -2.9769 2.5151 20.1686
H -6.1680 5.4151 19.5350
H -8.4445 6.4088 19.1630
N -5.3394 5.4965 15.3997
H -6.7931 7.6338 12.2979
C -4.1485 7.7803 12.8964
C -7.2094 12.2178 17.0289
H 2.6960 6.1615 16.5893
H -1.2341 6.7254 16.0927
H 1.4203 11.8959 17.6302
H -6.3824 6.7014 20.7231
C -0.4463 6.1844 16.6246
H -1.3792 10.4256 18.8728
H -4.3288 10.5944 20.1602
H 2.5233 13.0378 16.0355
H -8.8364 9.7474 22.5441
H 2.4468 12.3592 14.3258
H -5.7250 8.2980 22.5195
N -0.3949 10.2199 18.7361
H -0.8691 3.0793 20.0207
H -6.4490 4.1443 13.2751
C -3.1584 3.4877 20.6196
H -6.7650 10.8724 22.0836
H 0.1064 10.8958 19.3111
C -2.7559 7.2939 13.3925
H 1.0662 7.7204 16.3844
F -3.5753 7.7725 16.4153
H 1.9226 10.1888 17.4248
H -7.6157 12.2813 18.0462
H -1.3395 6.6982 18.3014
C 1.2663 10.9781 17.0449
H -5.1762 8.8152 21.1648
H -7.6605 5.3510 13.5231
O -9.3717 9.2916 15.8982
H -4.6587 11.8103 18.9245
C -1.1736 11.6985 16.9065
C -7.9200 9.1922 22.7719
H -8.3992 4.8409 16.6250
H -3.8318 4.4126 16.4370
O 1.4706 11.2720 15.6813
H -4.1297 3.8695 20.2868
H -7.9284 11.5549 15.0641
C -7.2178 4.4611 13.9903
C -7.5766 5.5199 16.3708
H -8.6856 4.7695 19.8846
C -2.1485 4.6106 20.1946
C -4.4049 11.6673 19.9727
H 1.1015 6.3768 15.1390
C -2.6755 1.4453 16.8726
H -1.7056 6.7593 11.6573
H -2.8585 5.7042 12.1664
H -8.3436 8.7884 14.1645
H -2.1686 1.3097 15.9161
H -2.2220 8.3409 21.5038
H -5.3945 6.1396 16.1764
H -2.9176 11.5378 21.1253
H -0.9175 12.6556 17.3524
O -8.1077 3.3691 14.1276
C 0.9672 6.6469 16.1903
C -0.1684 10.5808 17.3277
H -8.2139 10.1444 20.2445
H -8.3125 8.8991 26.0590
H -0.4488 9.6498 16.8245
H -9.3548 10.2659 14.0432
O -3.0701 12.0451 20.3228
C -6.6535 4.8094 15.3558
H -7.9897 6.4307 15.9330
C -8.1523 11.4108 16.1187
H -10.2314 11.7990 15.7852
O -1.6957 1.5385 17.9282
C -8.2639 5.7688 20.0247
H 3.4987 11.6453 15.4773
H -0.9922 8.3205 14.1231
C -6.7700 5.7384 20.3887
O -3.1475 3.7247 16.4621
H -3.1437 6.3098 21.0450
H -2.4443 4.8673 19.1784
C -6.1084 6.9931 11.7335
O -1.2251 6.8220 20.6149
C -1.9484 8.5425 13.6429
H -3.1143 0.4583 17.0517
O -7.5934 9.3727 24.1491
H -9.6824 12.1179 17.2778
H -7.8095 2.2206 12.4243
F -4.5938 8.1345 19.5540
H -7.4526 9.3117 16.3108
H -0.6613 8.7479 21.0760
H -7.3824 8.5632 20.0867
H -4.2028 2.6802 17.9067
C -9.2596 9.2796 14.5143
H -10.1114 8.7470 14.0847
H -6.5682 6.0312 11.5197
O -8.9529 6.2078 21.2044
C -8.2938 9.9571 16.5933
H -6.4215 3.8890 15.9097
H -3.9798 8.3636 11.9779
H -6.5400 10.0378 19.6642
C 2.5322 12.1565 15.3924
H -8.4473 5.8065 21.9242
O -4.9569 6.6836 12.4890
H -5.7768 7.5025 10.8234
F -2.5269 7.8084 18.3352
N -9.4246 12.1273 16.2979
H -9.2121 1.9243 13.3459
H -1.6928 8.9836 12.6753
H -4.5633 2.3245 16.2433
C -8.6107 2.7442 12.9527
H -7.3101 13.2870 16.8258
H -2.9567 6.7755 14.3312
C -2.1449 5.8461 21.0827
O -6.6801 4.8460 21.4928
H -2.0793 5.5729 22.1448
C -6.8398 9.8091 21.8438
H -9.2120 3.4621 12.3969
H -0.7836 7.6781 22.4899
H -3.2214 3.3722 21.7063
N -2.1368 6.3449 12.4738
N -0.7399 4.0396 20.3443
F -4.2454 6.3164 18.0770
H -7.0675 5.6336 17.3246
H -5.9122 4.9795 22.0518
H -1.2963 11.7168 15.8172
H -8.3714 7.5999 24.8654
H -6.1679 11.9103 17.0966
H -2.4580 9.2239 14.3221
C -7.2651 9.6113 20.3558
H -4.7042 8.4170 13.5919
H -8.0930 8.1308 22.5816
C -8.4611 8.6804 24.9966
C -1.2107 7.9100 21.5123
H -5.3389 6.0481 14.5470
O 1.8833 5.9934 17.0861
H -0.6371 5.1437 16.3440
O -0.5337 6.2197 18.0417
H -5.1862 12.0876 20.6140
*
```

Calculated values
HOMO energy   -6.2 eV
Orbital gap   8.40 eV
Electronic energy   -94727.601 eV

Atomic partial charges in e from the Löwdin method, atoms 1 to 5:
1 H 0.0604
2 F -0.1268
3 H 0.0543
4 H 0.0840
5 N 0.0500

3.
Formula: C31H88N2O13
Source: the OMol25 dataset
Level of theory: wB97M-V/def2-TZVPD

Geometry as ORCA input:
```
! RIJCOSX wB97M-V def2-TZVPD def2/J DEFGRID3
* xyz -1 2
H -28.4416 -1.9019 3.0390
H -22.1648 -2.2735 2.2025
C -29.4984 -10.3828 4.9139
H -28.2358 -0.5404 6.5687
H -28.9377 -3.3111 2.1699
H -21.2643 -4.0349 7.9477
N -24.0340 -2.8104 7.5806
H -31.0522 -6.5986 2.9635
H -25.6183 -11.6058 6.2321
C -22.9812 -6.4212 0.9931
C -22.8818 -9.7756 3.6420
H -20.8014 -4.0482 6.3315
H -22.0064 -5.8997 2.4909
H -29.7330 -4.1783 4.2425
H -22.6796 -11.1423 1.9594
H -21.7227 -7.2685 -0.5060
H -29.4704 -6.7514 7.0883
O -31.5170 -4.6062 2.4632
C -22.2041 -6.3097 -0.3139
C -30.1764 -9.0743 5.2250
C -26.1216 -7.0399 5.0757
H -24.8201 -9.8291 9.4510
C -25.1050 -11.0706 7.0309
H -26.9476 -4.2497 0.5033
O -22.0340 -6.7347 2.0181
H -26.9290 -6.7857 -0.2275
H -23.4522 -6.3464 6.2647
H -25.9192 -0.3889 7.7336
H -28.4165 -4.3818 -1.0571
C -20.8817 -4.7169 7.1884
H -21.8313 -8.4770 1.8274
H -21.3945 -5.5832 -0.2436
C -23.1430 -2.4429 2.6526
H -31.8048 -3.8940 3.0389
C -22.9238 -2.9615 4.0877
H -28.7308 -6.2709 10.0257
H -30.0291 -11.1966 6.4373
O -22.9850 -5.5393 6.4923
C -29.8148 -6.5886 8.1096
H -28.5832 -1.7012 1.3393
H -31.1346 -9.3282 5.6782
H -27.6540 -9.8426 6.7746
C -21.6627 -5.9560 6.8378
H -24.5997 -11.8142 7.6472
C -25.6544 -7.2844 3.6073
C -31.1235 -5.6040 3.4035
H -24.5359 -8.7401 8.1645
C -28.2976 -10.2839 3.9490
H -25.9478 -8.5419 9.2209
C -30.9043 -7.6300 8.4151
H -27.3969 -9.9583 4.4693
H -24.3337 -10.3809 6.6880
H -28.7533 -7.7919 1.6335
H -22.4777 -4.6804 4.8658
H -26.9210 -5.0112 4.8442
O -28.4840 -3.2179 7.2640
H -22.1281 -10.1352 4.3425
C -29.1246 -7.2906 0.7396
O -26.5775 -3.3685 0.5932
H -25.5447 -7.9501 6.6024
H -23.7289 -7.2065 0.8820
O -30.3217 -5.2156 8.3152
H -25.4910 -8.3572 3.5053
H -28.5202 -9.6044 3.1263
C -28.8010 -2.1120 8.0673
C -29.7119 -5.2318 3.9634
H -29.6142 -8.4820 5.9469
H -30.1907 -7.3648 0.9544
C -28.2985 -2.4312 2.0970
H -29.1874 -5.7477 -1.6991
C -28.4760 -5.9431 0.3814
H -26.1481 -5.3020 6.4520
H -27.5714 -3.0425 7.0231
H -24.3818 -0.7190 8.5137
O -27.1170 -6.0064 0.3008
C -26.8154 -2.8317 1.8884
H -29.7739 -2.2352 8.5432
H -27.7747 -5.9632 8.6513
C -29.1232 -0.9719 7.0318
H -28.9290 -8.0457 -0.0217
H -22.7626 -6.1085 -1.2281
H -30.0229 -4.8292 -0.4857
H -23.7736 -2.8902 4.7665
C -21.0415 -6.8423 5.8739
H -21.6305 -7.6319 5.4074
H -23.7369 -3.0146 1.9395
H -25.1871 -5.0914 5.0101
H -28.6250 -5.2871 1.2391
H -30.3085 -10.9991 4.5240
H -23.6073 -1.4582 2.7061
H -31.2843 -7.4924 9.4274
N -25.2315 -1.0448 8.0756
O -25.0918 -7.6007 5.8314
H -26.5629 -3.6214 2.5960
C -22.7965 -10.0862 2.2023
O -26.8587 -9.3711 7.0331
H -30.3700 -8.4510 4.3520
H -28.2884 -11.3205 3.6121
H -23.8077 -10.3125 3.8482
O -25.8864 -2.3989 6.4039
C -29.0425 -5.2217 -0.7555
H -22.1732 -2.3477 4.5857
H -26.5103 -7.0849 2.9625
O -21.6486 -9.4131 1.7177
H -29.5989 -4.6150 8.1193
H -22.9235 -8.7092 3.8637
H -24.7694 -6.7825 3.2163
H -19.8829 -5.0220 7.5006
H -23.8174 -3.6538 7.0688
O -29.1382 -10.9784 6.1540
H -23.5239 -5.4848 1.1230
H -28.9222 -5.3031 3.2155
H -29.6774 -1.3139 6.1577
H -23.7303 -9.8327 1.7003
H -26.2189 -1.9420 2.0904
H -28.1708 -7.6462 9.0991
C -26.1192 -5.5155 5.3835
H -21.9250 -6.4946 7.7485
H -20.6173 -6.2875 5.0371
H -31.7152 -7.6320 7.6867
H -20.1234 -7.3064 6.2341
H -23.3657 -2.4758 8.2599
C -26.0873 -10.2700 7.8400
C -25.0608 -2.1087 7.2582
H -27.9945 -1.9000 8.7692
H -26.6952 -10.7904 8.5800
H -30.4140 -8.6034 8.3991
H -29.4533 -5.8545 4.8199
O -22.4693 -4.2453 4.0101
H -27.0442 -7.5878 5.2674
C -28.5574 -6.6308 9.0116
C -25.3415 -9.2661 8.6768
H -31.8179 -5.7226 4.2353
H -29.6459 -0.1536 7.5270
*
```

Calculated values
HOMO energy (spin up / spin down)   0.6 / -7.3 eV
Expectation value of S²   0.750
Orbital gap (spin up / spin down)   1.22 / 9.04 eV
Electronic energy   -63169.062 eV

Atomic partial charges in e from the Löwdin method, atoms 1 to 5:
1 H 0.0642
2 H 0.0697
3 C -0.5728
4 H 0.0466
5 H 0.0323

Among the records above, which one has the highest electronic energy?
C31H88N2O13